Here is a 16-piece molecular cluster, C64H116N5O27 overall at a distorted geometry from OMol25. Energies are from ωB97M-V with the def2-TZVPD basis set.

Geometry as XYZ:
```
212
Properties=species:S:1:pos:R:3:mulliken_charge:R:1
C 2.76 1.53 -1.09 -0.770
C 1.47 0.72 -1.15 0.755
C 0.53 1.00 0.07 -0.376
N -0.73 0.11 0.19 1.042
C -1.36 0.58 1.50 -0.558
C -2.49 -0.35 1.98 1.103
C -1.95 -1.80 2.13 -1.272
C -1.36 -2.37 0.80 -0.077
C -0.23 -1.44 0.26 -0.281
C -1.73 0.30 -1.02 0.648
H 2.52 2.59 -1.02 -0.306
H 3.47 1.42 -1.91 0.189
H 3.34 1.39 -0.18 0.480
H 1.75 -0.33 -1.12 -0.218
H 0.91 1.00 -2.04 -0.350
H 0.23 2.05 0.02 0.167
H 1.10 0.85 0.99 0.355
H -0.55 0.53 2.24 0.112
H -1.75 1.59 1.38 0.349
H -2.78 -0.08 3.00 -0.094
H -3.39 -0.37 1.37 -0.662
H -1.16 -1.83 2.89 -0.083
H -2.70 -2.48 2.51 0.712
H -1.14 -3.44 0.91 0.879
H -2.17 -2.33 0.07 -0.965
H 0.71 -1.41 0.81 0.692
H 0.07 -1.66 -0.76 -0.286
H -1.12 0.06 -1.89 -0.108
H -2.15 1.31 -1.06 -0.450
H -2.50 -0.47 -0.95 -0.098
O 0.34 -8.48 -1.82 -0.562
C 1.51 -8.23 -1.52 0.730
O 2.00 -7.02 -1.18 -0.348
C 1.17 -5.86 -1.17 -0.147
C 1.88 -4.55 -0.91 -0.378
C 2.62 -9.28 -1.40 -1.043
H 0.34 -6.16 -0.53 0.277
H 0.71 -5.64 -2.13 0.160
H 1.23 -3.68 -0.89 -0.206
H 2.70 -4.37 -1.61 0.162
H 2.38 -4.60 0.06 0.503
H 3.26 -9.47 -2.27 0.276
H 2.27 -10.26 -1.06 0.307
H 3.28 -8.88 -0.63 0.325
O 3.85 5.29 -2.31 -0.485
C 5.11 5.47 -2.26 0.732
O 5.92 5.29 -1.18 -0.265
C 5.38 4.91 0.09 0.743
C 6.52 5.05 1.07 -1.568
C 5.97 6.07 -3.38 -1.146
H 4.98 3.90 0.02 -0.153
H 4.56 5.51 0.49 0.230
H 7.40 4.58 0.63 0.362
H 6.34 4.57 2.03 0.362
H 6.82 6.08 1.26 0.342
H 6.43 5.19 -3.83 0.165
H 6.74 6.68 -2.90 0.345
H 5.43 6.58 -4.18 0.385
O -1.70 3.86 0.02 -0.493
C -2.59 4.24 -0.70 0.814
O -2.52 4.61 -1.94 -0.354
C -1.27 4.74 -2.66 0.707
C -1.54 5.58 -3.90 -1.379
C -4.00 4.37 -0.16 -0.508
H -0.78 3.78 -2.79 -0.260
H -0.51 5.27 -2.07 0.089
H -0.76 5.37 -4.64 0.328
H -1.61 6.65 -3.68 0.358
H -2.43 5.09 -4.30 0.361
H -4.73 4.57 -0.95 0.275
H -4.06 5.20 0.54 0.381
H -4.25 3.47 0.40 -0.406
O 6.13 1.21 -2.00 -0.253
C 7.26 1.17 -1.51 0.640
O 8.35 1.79 -1.94 -0.385
C 8.23 2.88 -2.86 0.330
C 7.78 2.39 -4.24 -0.768
C 7.50 0.26 -0.31 -1.205
H 9.19 3.38 -2.91 0.369
H 7.57 3.66 -2.49 -0.280
H 8.01 1.34 -4.42 0.319
H 8.30 2.96 -5.01 0.438
H 6.72 2.56 -4.40 -0.096
H 8.55 -0.04 -0.38 0.394
H 6.82 -0.58 -0.24 0.281
H 7.33 0.88 0.57 0.231
O 3.14 3.43 1.81 -0.352
C 2.08 4.03 1.71 0.551
O 1.05 3.98 2.51 -0.263
C 1.13 3.26 3.72 0.371
C -0.13 3.35 4.53 -1.638
C 1.92 4.95 0.50 0.133
H 1.95 3.58 4.36 0.509
H 1.28 2.20 3.52 -0.131
H -1.08 3.22 4.02 0.167
H -0.26 4.32 5.01 0.468
H 0.01 2.61 5.32 0.424
H 2.62 4.68 -0.29 -0.268
H 1.85 6.00 0.77 0.528
H 0.93 4.71 0.11 -0.543
O -8.45 -4.71 1.33 -0.601
C -7.25 -4.54 1.51 0.732
O -6.74 -3.39 1.94 -0.144
C -7.59 -2.25 1.86 -0.985
C -6.81 -0.96 2.29 -0.242
C -6.24 -5.69 1.36 -0.590
H -8.47 -2.42 2.48 0.636
H -8.07 -2.13 0.89 0.335
H -5.88 -1.00 1.73 -0.269
H -6.70 -0.99 3.37 0.400
H -7.43 -0.09 2.09 0.325
H -6.72 -6.63 1.07 0.312
H -5.68 -5.82 2.29 0.105
H -5.53 -5.43 0.58 0.022
C 5.04 1.24 3.29 -0.709
C 4.64 0.96 4.78 -0.622
C 3.80 -0.28 4.97 -0.464
C 2.70 -0.61 4.02 0.398
N 1.86 -0.92 3.28 -0.536
H 5.63 0.40 2.91 0.442
H 5.63 2.14 3.11 0.265
H 4.23 1.30 2.56 -0.042
H 4.17 1.84 5.22 0.286
H 5.57 0.87 5.34 0.405
H 3.42 -0.18 5.99 0.260
H 4.47 -1.14 4.91 0.365
C -0.39 -1.33 6.01 -1.117
C -1.85 -0.83 5.98 0.862
C -2.74 -1.02 7.17 -0.427
C -2.23 -0.33 8.43 0.130
N -1.86 0.20 9.36 -0.447
H 0.17 -0.68 6.67 0.495
H 0.11 -1.33 5.04 0.027
H -0.32 -2.32 6.47 0.331
H -2.26 -1.35 5.11 -0.282
H -1.85 0.21 5.65 0.014
H -2.94 -2.07 7.41 0.364
H -3.70 -0.56 6.94 0.119
C 3.51 -1.86 -3.64 -0.293
C 5.00 -2.04 -3.25 -0.083
C 5.92 -1.74 -4.37 -0.754
C 5.74 -0.59 -5.11 0.366
N 5.49 0.35 -5.70 -0.575
H 3.24 -2.70 -4.28 0.297
H 3.27 -0.88 -4.05 -0.006
H 2.86 -1.94 -2.78 -0.279
H 5.11 -3.03 -2.80 0.511
H 5.22 -1.35 -2.43 -0.102
H 5.83 -2.50 -5.15 0.364
H 6.98 -1.75 -4.09 0.460
C -5.01 -2.58 -0.61 0.003
C -4.78 -3.68 -1.68 -0.536
C -4.99 -3.21 -3.16 -0.974
C -4.23 -1.97 -3.44 0.356
N -3.63 -1.01 -3.66 -0.531
H -4.54 -1.61 -0.71 -0.340
H -4.63 -2.97 0.34 0.022
H -6.05 -2.31 -0.45 0.480
H -5.50 -4.48 -1.50 0.404
H -3.79 -4.12 -1.59 0.230
H -6.04 -3.05 -3.38 0.434
H -4.69 -4.01 -3.85 0.466
C -4.36 2.49 3.35 0.784
C -5.78 2.37 2.96 0.272
O -6.33 1.67 4.00 -0.316
C -5.49 1.28 4.87 0.578
O -5.72 0.61 5.88 -0.626
O -4.24 1.70 4.50 -0.198
H -4.06 3.48 3.68 0.386
H -3.74 2.20 2.51 -0.884
H -5.88 1.78 2.06 -0.347
H -6.35 3.27 2.73 0.341
C 3.27 2.80 -4.76 0.237
C 2.67 4.14 -5.20 -0.234
O 1.33 3.71 -5.51 -0.412
C 1.03 2.58 -4.85 0.287
O -0.14 2.27 -4.62 -0.569
O 2.14 2.04 -4.35 0.215
H 4.06 2.90 -4.01 -0.192
H 3.79 2.35 -5.61 0.185
H 3.21 4.41 -6.10 0.377
H 2.80 4.91 -4.44 0.147
C 0.22 -1.25 -4.95 0.101
C 0.30 -2.64 -5.55 -0.422
O -0.50 -3.41 -4.62 -0.359
C -0.64 -2.72 -3.48 -0.353
O -1.32 -3.07 -2.49 -0.259
O -0.09 -1.50 -3.59 0.725
H -0.42 -0.74 -5.67 0.234
H 1.12 -0.63 -4.95 -0.147
H 1.27 -3.10 -5.41 0.139
H 0.06 -2.60 -6.61 0.380
C -7.61 1.10 -2.19 -0.352
C -6.90 2.33 -2.68 -0.478
O -5.87 2.49 -1.71 -0.271
C -5.80 1.44 -0.92 0.085
O -4.89 1.25 -0.19 0.563
O -6.85 0.67 -1.07 -0.412
H -7.50 0.27 -2.88 0.284
H -8.62 1.39 -1.91 0.273
H -7.59 3.17 -2.70 0.304
H -6.55 2.18 -3.70 0.306
C -1.72 -5.72 4.54 -0.116
C -2.95 -6.57 4.73 -0.366
O -3.29 -6.81 3.34 -0.384
C -2.61 -5.99 2.51 0.756
O -2.78 -5.82 1.26 -0.546
O -1.73 -5.33 3.18 -0.210
H -0.83 -6.30 4.78 0.320
H -1.83 -4.83 5.17 0.055
H -3.84 -6.22 5.26 0.276
H -2.65 -7.51 5.21 0.256
```

Output
ΔE to the lowest compared entry with this formula, charge and spin, eV: 0.0000
Total charge: +1
Gap between HOMO and LUMO, eV: 10.16
LUMO energy, eV: -1.308